1.
{"formula": "C12H16F3N2O4ReS3", "method": "ωB97M-V/def2-TZVPD", "species": ["Re", "S", "C", "C", "C", "C", "C", "C", "S", "H", "H", "H", "H", "C", "N", "C", "C", "O", "N", "C", "C", "H", "H", "H", "H", "H", "H", "H", "H", "H", "H", "H", "H", "F", "C", "F", "F", "S", "O", "O", "O"], "coordinates": [[-0.372, -0.480, 0.804], [-1.231, -0.877, 2.812], [0.056, -1.306, 3.901], [-0.194, -1.497, 5.263], [0.851, -1.852, 6.090], [2.138, -2.016, 5.570], [2.390, -1.833, 4.226], [1.336, -1.479, 3.383], [1.554, -1.218, 1.673], [-1.196, -1.363, 5.647], [0.678, -2.003, 7.146], [2.948, -2.291, 6.230], [3.387, -1.965, 3.829], [1.837, 2.313, -3.374], [1.229, 2.001, -2.083], [1.536, 2.933, -1.000], [0.755, 0.792, -1.781], [0.849, 0.391, -0.559], [0.250, -0.019, -2.720], [-0.488, 0.479, -3.878], [0.127, -1.453, -2.489], [2.822, 2.740, -3.188], [1.243, 3.036, -3.933], [1.959, 1.409, -3.962], [1.451, 3.945, -1.390], [2.548, 2.774, -0.625], [0.827, 2.810, -0.187], [-0.550, 1.561, -3.855], [-1.501, 0.076, -3.840], [-0.019, 0.158, -4.809], [0.771, -1.766, -1.670], [0.451, -1.981, -3.386], [-0.907, -1.736, -2.276], [-5.222, 0.390, -1.102], [-4.028, -0.046, -1.425], [-3.503, 0.732, -2.368], [-4.093, -1.291, -1.864], [-2.927, 0.008, 0.093], [-3.749, 0.351, 1.189], [-1.767, 0.908, -0.202], [-2.250, -1.334, 0.110]], "s_squared": 0.82, "total_energy_ev": -66655.9083, "homo_lumo_gap_ev": [6.46, 7.16], "total_charge": 1, "lumo_ev": [-5.299, -4.865], "multiplicity": 2}

***

2.
{"formula": "C43H37N2PPdSSi", "method": "ωB97M-V/def2-TZVPD", "species": ["Pd", "C", "C", "C", "C", "C", "C", "P", "C", "C", "C", "C", "C", "C", "C", "C", "C", "C", "C", "C", "C", "C", "C", "C", "H", "H", "H", "H", "H", "H", "H", "H", "H", "H", "H", "H", "H", "H", "H", "H", "C", "C", "C", "C", "C", "C", "Si", "C", "C", "C", "C", "C", "C", "C", "C", "C", "C", "C", "C", "H", "H", "H", "H", "H", "H", "H", "H", "H", "H", "H", "H", "H", "H", "H", "S", "C", "N", "C", "C", "N", "H", "H", "H", "H", "H", "H"], "coordinates": [[-0.035, 0.941, -0.019], [0.450, -1.610, 5.799], [-0.386, -0.540, 5.493], [-0.199, 0.165, 4.316], [0.827, -0.200, 3.437], [1.664, -1.271, 3.746], [1.472, -1.968, 4.931], [1.097, 0.828, 1.987], [2.230, -0.091, 0.913], [1.903, -1.404, 0.562], [2.750, -2.136, -0.262], [3.920, -1.568, -0.738], [4.249, -0.258, -0.394], [3.412, 0.477, 0.424], [1.810, 2.394, 2.418], [2.555, 2.741, 3.518], [3.042, 4.057, 3.598], [2.745, 4.976, 2.619], [1.942, 4.643, 1.505], [1.522, 5.569, 0.521], [0.649, 5.169, -0.447], [0.180, 3.833, -0.520], [0.592, 2.900, 0.387], [1.466, 3.315, 1.417], [0.310, -2.156, 6.722], [-1.173, -0.251, 6.177], [-0.845, 1.002, 4.081], [2.470, -1.558, 3.086], [2.132, -2.789, 5.178], [1.014, -1.867, 0.974], [2.501, -3.156, -0.520], [4.585, -2.144, -1.367], [5.170, 0.181, -0.755], [3.670, 1.494, 0.692], [2.779, 2.022, 4.296], [3.640, 4.350, 4.450], [3.098, 5.996, 2.715], [1.872, 6.593, 0.565], [0.298, 5.874, -1.190], [-0.510, 3.590, -1.313], [0.427, -4.494, -3.399], [0.148, -4.323, -2.049], [-0.229, -3.080, -1.566], [-0.338, -1.990, -2.428], [-0.046, -2.173, -3.785], [0.329, -3.418, -4.270], [-0.960, -0.291, -2.016], [-2.804, -0.275, -2.161], [-3.466, -1.400, -2.675], [-4.837, -1.378, -2.887], [-5.564, -0.231, -2.595], [-4.924, 0.891, -2.083], [-3.556, 0.867, -1.867], [-0.010, 1.144, -2.612], [-0.573, 2.177, -3.391], [0.236, 3.177, -3.876], [1.603, 3.190, -3.563], [2.170, 2.196, -2.791], [1.369, 1.159, -2.318], [0.723, -5.466, -3.772], [0.227, -5.167, -1.374], [-0.452, -2.960, -0.513], [-0.113, -1.341, -4.480], [0.546, -3.545, -5.322], [-2.905, -2.294, -2.929], [-5.334, -2.248, -3.295], [-6.631, -0.208, -2.774], [-5.493, 1.781, -1.850], [-3.071, 1.745, -1.454], [-1.630, 2.163, -3.626], [-0.178, 3.957, -4.503], [2.227, 3.985, -3.950], [3.230, 2.212, -2.573], [1.816, 0.342, -1.755], [-1.954, 0.163, 1.263], [-2.343, -1.506, 1.314], [-2.745, -2.284, 0.317], [-3.182, -3.602, 0.792], [-2.752, -3.582, 2.275], [-2.311, -2.196, 2.447], [-3.046, -1.882, -0.561], [-2.696, -4.396, 0.229], [-4.261, -3.704, 0.682], [-1.928, -4.268, 2.473], [-3.572, -3.817, 2.950], [-2.016, -1.777, 3.316]], "total_energy_ev": -79641.0290, "homo_lumo_gap_ev": 6.65, "total_charge": 2, "lumo_ev": -6.429}

***

3.
{"formula": "C2H4S", "method": "ωB97M-V/def2-TZVPD", "species": ["C", "C", "S", "H", "H", "H", "H"], "coordinates": [[0.211, 0.611, -0.072], [-0.307, -0.777, -0.081], [-0.317, -1.682, 1.308], [-0.500, 1.288, -0.570], [1.236, 0.651, -0.650], [0.542, 1.029, 0.963], [-0.865, -1.120, -0.899]], "total_energy_ev": -12972.9165, "homo_lumo_gap_ev": 8.45, "lumo_ev": -0.288, "smiles": "CC=S"}